9
Properties=species:S:1:pos:R:3 method="wB97M-V/def2-TZVPD" relative_energy_kj_mol=46.9 gap_ev=7.955 e_tot_ev=-21750.7387
C 0.50994 1.17419 0.88140
C 0.07837 -0.05400 0.58693
C -0.31671 -0.44641 -0.87542
P 0.35248 -1.94588 -1.58479
P -1.51702 -1.89171 -0.88117
H 0.64597 1.52149 1.93888
H 0.53257 2.06870 0.17715
H 0.13201 -0.92489 1.12890
H -0.41761 0.49850 -1.37188